No. 1
C35H41FN8O5S2Ti | ωB97M-V/def2-TZVPD

Positions of all 93 atoms, in Å:
Ti: 2.179 0.542 -0.091
O: 4.560 4.392 4.001
C: 3.984 3.528 3.129
C: 3.103 2.526 3.535
C: 2.606 1.670 2.574
N: 3.053 1.709 1.311
C: 3.653 2.834 0.882
C: 4.187 3.746 1.763
C: 3.305 3.133 -0.574
O: 3.829 4.036 -1.193
O: 2.304 2.397 -0.975
C: 1.354 0.820 2.719
O: 0.780 0.769 3.802
O: 0.980 0.284 1.611
H: 4.298 4.163 4.899
H: 2.726 2.464 4.549
H: 4.669 4.645 1.405
N: 3.807 -2.038 -3.115
C: 3.516 -1.053 -4.047
C: 3.490 -1.057 -5.436
C: 3.151 0.135 -6.046
C: 2.856 1.289 -5.301
C: 2.883 1.288 -3.921
C: 3.212 0.087 -3.296
N: 3.305 -0.219 -1.945
C: 3.649 -1.478 -1.889
C: 3.795 -2.122 -0.595
C: 4.333 -3.320 -0.252
S: 4.258 -3.515 1.445
C: 3.524 -1.984 1.593
N: 3.344 -1.364 0.464
H: 3.977 -3.009 -3.305
H: 3.718 -1.944 -6.012
H: 3.113 0.183 -7.126
H: 2.606 2.200 -5.828
H: 2.667 2.166 -3.325
H: 4.763 -4.071 -0.893
H: 3.205 -1.589 2.546
C: -3.650 -4.123 2.104
C: -2.554 -3.108 1.817
N: -1.301 -3.449 2.469
C: -0.539 -2.634 3.223
S: 1.037 -3.041 3.597
N: -1.153 -1.489 3.688
C: -2.181 -1.662 4.718
C: -3.002 -0.397 4.897
H: -4.574 -3.832 1.603
H: -3.846 -4.206 3.173
H: -3.373 -5.111 1.735
H: -2.836 -2.113 2.156
H: -2.385 -3.037 0.738
H: -0.826 -4.285 2.168
H: -0.459 -0.783 3.929
H: -1.710 -1.934 5.670
H: -2.827 -2.496 4.441
H: -2.352 0.452 5.121
H: -3.710 -0.512 5.719
H: -3.565 -0.165 3.992
C: -3.117 0.472 -0.391
C: -2.010 0.711 0.660
N: -1.678 2.129 0.722
C: -2.817 2.875 1.224
C: -4.063 2.629 0.332
N: -3.600 1.828 -0.844
C: -2.501 2.565 -1.561
C: -1.299 2.636 -0.589
H: -3.987 -0.056 0.001
H: -2.750 -0.046 -1.276
H: -1.128 0.136 0.386
H: -2.315 0.392 1.653
H: -2.570 3.937 1.244
H: -3.023 2.557 2.245
H: -4.504 3.548 -0.051
H: -4.836 2.047 0.833
H: -4.371 1.692 -1.493
H: -2.903 3.540 -1.836
H: -2.271 1.989 -2.454
H: -0.949 3.661 -0.472
H: -0.477 2.050 -1.002
F: -4.121 -1.181 -4.924
C: -3.026 -1.166 -4.097
C: -2.115 -0.127 -4.180
C: -1.013 -0.107 -3.345
C: -0.784 -1.115 -2.348
C: 0.173 -0.950 -1.350
C: -1.675 -2.233 -2.428
C: -2.780 -2.241 -3.259
H: -2.262 0.652 -4.922
H: -0.292 0.700 -3.439
H: 0.670 0.017 -1.412
H: 0.409 -1.675 -0.584
H: -1.498 -3.092 -1.790
H: -3.454 -3.089 -3.273

Calculated values
- molar mass (g mol⁻¹) = 784.76
- LUMO (alpha / beta) (eV) = -0.186 / -0.186
- charge = 0
- Kohn-Sham gap (alpha / beta) (Eh) = 0.1780 / 0.1841
- HOMO level (alpha / beta) (eV) = -5.029 / -5.196
- spin multiplicity = 3

Here are the Mulliken charges for atoms 1 to 6, given in e:
1 Ti -0.361
2 O -0.540
3 C 0.899
4 C -0.676
5 C -0.548
6 N 0.193

***

No. 2
C16H48BF4O16Tl | ωB97M-V/def2-TZVPD

Positions of all 86 atoms, in Å:
Tl: -20.053 12.873 -25.413
B: -18.140 7.260 -24.454
F: -18.710 6.593 -25.558
F: -16.810 7.349 -24.729
F: -18.650 8.512 -24.253
F: -18.310 6.559 -23.276
C: -12.619 4.430 -28.236
C: -13.319 5.608 -28.924
O: -14.592 5.962 -28.382
O: -12.255 4.756 -26.852
H: -11.751 4.215 -28.859
H: -13.282 3.575 -28.102
H: -13.439 5.236 -29.941
H: -12.752 6.538 -28.959
H: -14.451 6.159 -27.453
H: -11.901 3.942 -26.486
C: -25.160 9.937 -24.802
C: -25.825 11.285 -25.410
O: -25.011 12.396 -25.025
O: -23.774 9.749 -25.049
H: -25.703 9.185 -25.375
H: -25.341 9.957 -23.727
H: -26.807 11.480 -24.977
H: -25.916 11.204 -26.493
H: -25.576 13.139 -24.804
H: -23.620 8.898 -24.631
C: -16.637 1.482 -21.751
C: -15.611 1.756 -22.871
O: -15.095 0.525 -23.392
O: -15.918 1.463 -20.553
H: -17.275 0.622 -21.955
H: -17.316 2.333 -21.696
H: -14.789 2.404 -22.568
H: -16.148 2.247 -23.683
H: -14.180 0.681 -23.638
H: -16.308 2.013 -19.869
C: -15.846 12.332 -29.041
C: -14.993 12.268 -27.782
O: -15.715 11.677 -26.770
O: -17.050 13.077 -29.001
H: -16.072 11.341 -29.437
H: -15.180 12.707 -29.817
H: -14.494 13.219 -27.593
H: -14.091 11.704 -28.016
H: -15.341 10.800 -26.659
H: -17.223 13.333 -29.911
C: -18.938 1.335 -28.675
C: -19.677 0.494 -27.508
O: -20.150 1.313 -26.473
O: -19.902 1.482 -29.726
H: -18.123 0.773 -29.131
H: -18.583 2.285 -28.275
H: -18.913 -0.022 -26.927
H: -20.357 -0.232 -27.953
H: -20.071 2.198 -26.838
H: -20.031 0.677 -30.233
C: -20.865 8.634 -30.055
C: -20.139 7.534 -30.855
O: -19.010 8.004 -31.606
O: -20.131 9.013 -28.929
H: -21.796 8.193 -29.699
H: -21.148 9.522 -30.621
H: -20.852 7.103 -31.559
H: -19.786 6.771 -30.161
H: -18.290 8.026 -30.970
H: -19.512 8.284 -28.843
C: -24.924 3.249 -23.146
C: -23.769 4.095 -22.619
O: -22.989 4.652 -23.590
O: -24.530 2.006 -23.671
H: -25.374 3.919 -23.879
H: -25.675 3.089 -22.373
H: -23.150 3.411 -22.038
H: -24.091 4.913 -21.975
H: -22.095 4.823 -23.286
H: -23.875 2.238 -24.333
C: -15.007 9.554 -19.462
C: -14.461 10.785 -18.737
O: -15.446 11.744 -18.526
O: -15.144 9.877 -20.855
H: -15.890 9.185 -18.941
H: -14.396 8.659 -19.343
H: -13.627 11.348 -19.154
H: -14.031 10.470 -17.786
H: -15.406 12.200 -17.683
H: -15.611 9.177 -21.317

Calculated values
- molar mass (g mol⁻¹) = 787.73
- LUMO (eV) = -12.210
- charge = +2
- Kohn-Sham gap (Eh) = 0.0486
- HOMO level (eV) = -13.533

Here are the Mulliken charges for atoms 1 to 6, given in e:
1 Tl 0.999
2 B 0.618
3 F -0.398
4 F -0.365
5 F -0.375
6 F -0.385